(1)
# C7H10O

C7H10O as an isolated structure (ωB97M-V with the def2-TZVPD basis set, OMol25).

Last column: natural (NBO) charge in e.
Geometry (Å):
C1 -0.3020 2.3692 0.4513  -0.619
C2 0.0806 0.9547 0.0779  0.157
C3 0.3011 -0.2325 1.0978  -0.340
C4 -0.2118 -0.9862 -0.0928  0.186
C5 -0.7754 -2.3179 -0.3811  -0.685
C6 0.8425 -0.5592 -1.2555  -0.193
C7 1.0802 0.6750 -0.9387  -0.223
H1 -0.4523 3.0328 -0.4769  0.229
H2 -1.1969 2.4145 1.1600  0.238
H3 0.5284 3.0319 1.2248  0.207
H4 1.4277 -0.6091 1.4504  0.159
H5 -0.4073 -0.1444 1.8107  0.206
H6 -1.7018 -2.0395 0.3389  0.250
H7 -0.8421 -3.0090 -1.4180  0.267
H8 -0.2526 -3.0834 0.2822  0.233
H9 1.4257 -1.3843 -1.8672  0.225
H10 1.5299 1.6254 -1.3623  0.229
O1 -1.0738 0.2621 -0.1015  -0.524

Cartesian forces (eV/Å) of the 2 atoms listed first:
C 1.577 3.370 2.583
C 0.315 1.584 4.564

## Properties
* E: -347.72762 Ha
* net charge: 0
* orbital gap: 9.99 eV

---

(2)
# C48H56F20N18O40S20

A 14-piece molecular cluster, C48H56F20N18O40S20 overall (ωB97M-V with the def2-TZVPD basis set, OMol25).

Last column: Löwdin charge in e.
Geometry (Å):
C1 -5.1091 14.1420 1.5445  0.020
N1 -4.7022 12.7869 1.6836  -0.121
C2 -3.5309 12.4055 2.1663  0.033
C3 -3.1474 11.0460 2.1940  0.088
C4 -4.0811 10.1155 1.6891  -0.106
C5 -5.3573 10.5459 1.3889  0.054
C6 -5.6238 11.8628 1.4093  -0.009
C7 -3.5844 8.7408 1.4979  -0.156
C8 -2.3033 8.5299 0.9537  0.044
C9 -1.7705 7.2756 0.7834  0.026
N2 -2.5385 6.2701 1.1467  -0.033
C10 -3.8310 6.3175 1.5310  0.104
C11 -4.3195 7.6367 1.7172  0.055
C12 -1.9007 4.9109 0.9968  0.040
H1 -5.6940 14.1723 0.6252  0.117
H2 -4.2045 14.7462 1.4748  0.112
H3 -5.6459 14.4455 2.4433  0.123
H4 -2.8939 13.2352 2.4349  0.149
H5 -2.1760 10.7427 2.5557  0.139
H6 -5.9977 9.7559 1.0254  0.146
H7 -6.5707 12.1997 1.0138  0.154
H8 -1.5686 9.2892 0.7297  0.129
H9 -0.7737 7.0788 0.4173  0.166
H10 -4.3362 5.3680 1.6296  0.134
H11 -5.3777 7.6325 1.9330  0.138
H12 -2.6030 4.1728 0.6094  0.092
H13 -1.5070 4.7318 1.9973  0.122
H14 -1.1203 4.8644 0.2372  0.081
C13 -8.4519 -11.4702 -0.8036  0.028
N3 -7.7575 -10.2577 -1.2624  -0.106
C14 -6.4834 -10.3422 -1.6737  0.014
C15 -5.7762 -9.1873 -2.0546  0.070
C16 -6.3942 -7.9089 -1.9555  -0.099
C17 -7.6970 -7.8469 -1.4190  0.069
C18 -8.4006 -9.0431 -1.1532  0.041
C19 -5.5461 -6.7096 -2.3423  -0.134
C20 -5.3437 -5.6224 -1.4376  0.074
C21 -4.5139 -4.5859 -1.8100  0.038
N4 -3.9441 -4.5448 -3.0169  -0.045
C22 -4.2042 -5.4711 -3.9645  0.056
C23 -5.0619 -6.5624 -3.6453  0.047
C24 -3.0291 -3.4951 -3.4685  0.045
H15 -9.0259 -11.2100 0.0857  0.111
H16 -7.7324 -12.2793 -0.6780  0.106
H17 -9.1197 -11.7281 -1.6257  0.111
H18 -6.0519 -11.3315 -1.7123  0.144
H19 -4.7595 -9.3206 -2.3935  0.138
H20 -8.1297 -6.8577 -1.3933  0.138
H21 -9.4248 -9.0285 -0.8110  0.144
H22 -5.6963 -5.5899 -0.4173  0.137
H23 -4.2817 -3.7840 -1.1249  0.125
H24 -3.7416 -5.3343 -4.9307  0.126
H25 -5.3466 -7.3298 -4.3499  0.123
H26 -3.5323 -2.9270 -4.2509  0.102
H27 -2.1753 -3.9777 -3.9441  0.095
H28 -2.8223 -2.8748 -2.5964  0.115
C25 2.7786 0.5981 1.7496  0.034
N5 4.2181 0.5844 1.4825  -0.032
C26 4.7295 1.2440 0.4051  0.028
C27 6.1105 1.1492 0.0843  0.068
C28 6.9764 0.3749 0.9323  -0.094
C29 6.4025 -0.2568 2.0481  0.046
C30 5.0428 -0.0989 2.3358  0.063
C31 8.5119 0.3214 0.7115  -0.079
C32 9.4401 0.4124 1.7639  0.053
C33 10.8275 0.5352 1.5387  0.003
N6 11.1989 0.2237 0.2902  -0.101
C34 10.3918 0.0497 -0.7607  0.028
C35 9.0184 0.1396 -0.5632  0.060
C36 12.6806 -0.0480 0.1393  0.034
H29 2.7517 0.9386 2.7847  0.104
H30 2.4661 -0.4455 1.7132  0.078
H31 2.2367 1.3090 1.1258  0.083
H32 3.9814 1.7489 -0.1880  0.103
H33 6.5497 1.5912 -0.7979  0.099
H34 7.1018 -0.7894 2.6755  0.123
H35 4.5434 -0.6510 3.1182  0.119
H36 9.1695 0.4741 2.8076  0.126
H37 11.6066 0.6891 2.2706  0.138
H38 10.8792 -0.1183 -1.7097  0.140
H39 8.2920 -0.0503 -1.3395  0.101
H40 13.2453 0.8125 -0.2196  0.102
H41 12.7986 -0.8126 -0.6285  0.102
H42 13.0656 -0.3654 1.1084  0.094
C37 2.5259 -2.0714 -4.9869  0.043
N7 1.9496 -1.6204 -3.7095  -0.055
C38 1.0592 -2.4151 -3.1153  -0.017
C39 0.3320 -2.0683 -1.9161  0.096
C40 0.6588 -0.7719 -1.3614  -0.111
C41 1.5739 0.0634 -2.0100  0.031
C42 2.1842 -0.3626 -3.2466  0.058
C43 0.0654 -0.3536 -0.0685  -0.150
C44 -0.5535 0.8815 0.0839  0.030
C45 -1.0281 1.2593 1.3146  0.007
N8 -1.0083 0.3873 2.3566  -0.011
C46 -0.4148 -0.8316 2.2415  0.039
C47 0.1766 -1.1685 1.0320  0.026
C48 -1.6048 0.7144 3.6704  0.042
H43 3.5464 -1.6884 -4.9766  0.093
H44 1.8594 -1.6585 -5.7442  0.101
H45 2.5095 -3.1491 -5.1489  0.101
H46 0.8325 -3.3456 -3.6143  0.114
H47 -0.3374 -2.8405 -1.5667  0.093
H48 1.8550 1.0196 -1.5940  0.077
H49 2.8846 0.2861 -3.7516  0.128
H50 -0.5250 1.5669 -0.7503  0.123
H51 -1.5864 2.1795 1.4031  0.097
H52 -0.4159 -1.4875 3.0996  0.141
H53 0.6075 -2.1574 0.9779  0.119
H54 -1.0779 0.1686 4.4531  0.102
H55 -2.6523 0.5229 3.4374  0.082
H56 -1.5380 1.7930 3.8127  0.082
N9 3.5173 -3.8225 -1.9325  -0.237
S1 3.0337 -4.7597 -0.8153  0.450
O1 2.1022 -4.2501 0.1766  -0.283
O2 3.9214 -5.8579 -0.5234  -0.284
F1 1.9504 -5.5172 -1.8492  -0.271
S2 4.3401 -2.8443 -0.8058  0.569
O3 5.0548 -3.4579 0.3143  -0.288
O4 3.6304 -1.5706 -0.6629  -0.292
F2 5.5838 -2.3570 -1.6395  -0.190
N10 -2.5273 -3.5985 -6.4451  -0.298
S3 -2.0973 -2.2243 -6.8146  0.422
O5 -1.6236 -1.9734 -8.1870  -0.273
O6 -1.5211 -1.4262 -5.7251  -0.301
F3 -3.6004 -1.5907 -6.9759  -0.228
S4 -1.0007 -4.2955 -6.7266  0.581
O7 0.0595 -3.8192 -5.8125  -0.304
O8 -0.5845 -4.7308 -8.0435  -0.257
F4 -1.3278 -5.6699 -6.0453  -0.204
N11 -3.7178 -4.3545 1.9501  -0.265
S5 -2.0806 -4.1868 1.3855  0.605
O9 -1.1387 -3.7372 2.4050  -0.259
O10 -1.8149 -3.7361 0.0353  -0.321
F5 -1.7288 -5.7893 1.3034  -0.222
S6 -3.9503 -2.8104 2.0809  0.441
O11 -4.2753 -2.1388 0.8353  -0.333
O12 -3.0903 -2.0458 2.9382  -0.270
F6 -5.3750 -2.7870 2.9140  -0.200
N12 -3.5978 2.8849 2.6373  -0.301
S7 -4.1741 3.2548 4.1141  0.560
O13 -4.5823 2.2133 5.0389  -0.192
O14 -4.8636 4.5470 4.0605  -0.328
F7 -2.7999 3.7539 4.7018  -0.171
S8 -4.7340 2.2196 2.1356  0.385
O15 -5.9590 2.9896 1.8587  -0.318
O16 -4.9958 0.8262 2.5608  -0.263
F8 -4.1031 2.0306 0.6569  -0.216
N13 -3.3870 -2.7387 7.8605  -0.240
S9 -5.0684 -2.6399 7.8344  0.530
O17 -5.7829 -3.8499 7.5298  -0.310
O18 -5.6787 -1.3231 7.5963  -0.309
F9 -5.1108 -2.5918 9.4194  -0.237
S10 -3.3181 -2.3256 6.3794  0.400
O19 -3.2332 -0.8972 6.0961  -0.289
O20 -3.9889 -3.1936 5.4381  -0.306
F10 -1.7994 -2.7753 6.2555  -0.196
N14 -0.7774 1.1682 -9.3123  -0.260
S11 0.5163 0.8422 -10.2814  0.587
O21 0.5838 -0.5295 -10.7985  -0.301
O22 1.7715 1.5983 -10.0155  -0.322
F11 -0.0327 1.7165 -11.5273  -0.236
S12 0.0105 1.1686 -8.0282  0.429
O23 0.3518 2.5143 -7.5370  -0.324
O24 0.8556 0.1190 -7.5588  -0.286
F12 -1.3022 0.8208 -7.0643  -0.262
N15 3.8408 -2.3876 4.8675  -0.268
S13 2.4367 -2.0964 5.1682  0.388
O25 1.4982 -3.1646 5.4865  -0.256
O26 1.9063 -0.9316 4.4497  -0.321
F13 2.7565 -1.4568 6.5968  -0.197
S14 3.5283 -3.3243 3.5302  0.599
O27 2.8879 -2.6957 2.3817  -0.296
O28 3.4081 -4.7547 3.8098  -0.265
F14 5.0909 -3.2349 3.0514  -0.245
N16 7.2374 0.9337 -3.1372  -0.286
S15 6.0922 0.3243 -3.9354  0.517
O29 6.0015 -1.1599 -4.0852  -0.301
O30 5.3242 1.1743 -4.8568  -0.279
F15 4.9869 0.4982 -2.6911  -0.260
S16 8.4569 0.4851 -4.1808  0.545
O31 8.2680 0.7035 -5.6451  -0.280
O32 9.2118 -0.6512 -3.7596  -0.292
F16 9.5101 1.5916 -3.8018  -0.197
N17 1.8419 1.3162 7.4091  -0.270
S17 1.9097 2.4066 6.3402  0.462
O33 1.5699 3.7492 6.8351  -0.339
O34 1.5771 2.0173 4.9641  -0.338
F17 3.5470 2.4514 6.2764  -0.250
S18 0.2027 0.8708 7.1856  0.555
O35 0.0692 -0.4924 6.8204  -0.261
O36 -0.7750 1.7977 6.6642  -0.296
F18 -0.2077 0.9154 8.7466  -0.208
N18 2.2268 3.2195 -0.5111  -0.280
S19 2.3711 4.3702 0.3577  0.409
O37 1.1916 4.5926 1.2181  -0.321
O38 3.1586 5.5445 0.0057  -0.290
F19 3.4205 3.7193 1.4328  -0.209
S20 1.8530 4.0718 -1.9223  0.638
O39 3.0190 4.5934 -2.6668  -0.266
O40 0.6107 4.8918 -1.9017  -0.324
F20 1.2513 2.8480 -2.7680  -0.182

Cartesian forces (eV/Å) of the 2 atoms listed first:
C 0.381 1.364 0.043
N -0.565 -1.811 0.616

## Properties
* E: -15818.18645 Ha
* net charge: -2
* orbital gap: 1.70 eV

---

(3)
# C4H10N3

A 2-piece molecular cluster, C4H10N3 overall (ωB97M-V with the def2-TZVPD basis set, OMol25).

Last column: natural (NBO) charge in e.
Geometry (Å):
C1 -0.1010 1.9539 -0.6504  -0.038
C2 -0.8261 -0.8672 1.1248  -0.607
C3 -0.4455 -1.4342 -0.2607  -0.401
C4 1.0306 -1.5707 -0.3527  -0.317
N1 1.7111 -0.3832 -0.3103  0.093
N2 1.8715 0.6976 -0.2055  0.280
N3 -0.3241 3.0057 0.0148  -0.661
H1 -0.6233 1.7093 -1.5445  0.151
H2 -1.9307 -0.8678 1.0865  0.248
H3 -0.3063 -1.6147 1.7505  0.212
H4 -0.2812 0.0564 1.1223  0.195
H5 -0.6894 -0.7164 -1.0484  0.208
H6 -1.0153 -2.4005 -0.3569  0.258
H7 1.3932 -2.2744 0.4227  0.277
H8 1.3245 -2.0277 -1.3088  0.284
H9 -1.0877 3.6652 -0.2038  0.411
H10 0.2996 3.0689 0.7204  0.406

Cartesian forces (eV/Å) of the 2 atoms listed first:
C 1.567 -1.940 -0.211
C 0.631 -1.662 -1.895

## Properties
* E: -322.26387 Ha
* net charge: +1
* orbital gap (spin up / spin down): 8.55 / 8.55 eV

---

(4)
# C22H31AuN2O2SSb2

C22H31AuN2O2SSb2 as an isolated structure (ωB97M-V with the def2-TZVPD basis set, OMol25).

Last column: natural (NBO) charge in e.
Geometry (Å):
Au1 -2.3909 -0.4149 -2.1577  0.611
C1 -1.9737 0.7414 3.9640  -0.984
Sb1 -0.8644 0.9674 2.1111  1.680
C2 0.0605 -1.0047 1.9958  -0.963
C3 0.9176 2.1797 2.8582  -0.562
C4 2.1752 1.4865 2.6109  -0.153
C5 2.7488 0.7513 3.6476  -0.165
C6 3.9722 0.1239 3.5017  -0.209
C7 4.6554 0.2051 2.2876  -0.122
C8 4.1027 0.9085 1.2413  -0.242
C9 2.8633 1.5604 1.3664  0.127
C10 2.3438 2.2907 0.2334  -0.730
Sb2 1.2192 0.9513 -1.2519  0.982
C11 2.8936 -0.1145 -2.1769  -0.992
C12 1.0615 2.5159 -2.7390  -0.982
H1 -1.2802 0.5393 4.7748  0.254
H2 -2.6801 -0.0760 3.8490  0.257
H3 -2.5186 1.6616 4.1545  0.262
H4 0.4556 -1.2402 2.9763  0.261
H5 0.8609 -1.0011 1.2638  0.254
H6 -0.6861 -1.7370 1.7155  0.249
H7 0.6908 2.2874 3.9148  0.267
H8 0.8262 3.1372 2.3575  0.250
H9 2.2305 0.7140 4.5940  0.219
H10 4.4022 -0.4176 4.3295  0.243
H11 5.6138 -0.2760 2.1720  0.242
H12 4.6331 1.0031 0.3041  0.228
H13 3.1133 2.6671 -0.4344  0.257
H14 1.6036 3.0491 0.4530  0.225
H15 3.6890 0.5931 -2.3895  0.232
H16 2.5567 -0.5534 -3.1101  0.239
H17 3.2585 -0.9031 -1.5259  0.234
H18 2.0542 2.9085 -2.9366  0.243
H19 0.4233 3.3133 -2.3735  0.225
H20 0.6599 2.1097 -3.6603  0.232
N1 -2.9275 1.3530 -3.2861  -0.838
C13 -2.8849 2.6388 -2.5583  -0.227
C14 -3.5596 2.5472 -1.1980  -0.519
C15 -2.7110 1.7897 -0.1754  0.802
O1 -3.1582 1.6027 0.9563  -0.625
O2 -1.5748 1.3694 -0.5511  -0.746
H21 -2.3610 1.4333 -4.1267  0.415
H22 -3.8840 1.1993 -3.6001  0.409
H23 -3.3717 3.4223 -3.1468  0.223
H24 -1.8382 2.9021 -2.4090  0.222
H25 -4.5376 2.0659 -1.2650  0.251
H26 -3.7203 3.5490 -0.7941  0.272
S1 -3.4521 -4.1437 0.1589  0.528
C16 -3.3957 -2.5276 -0.3744  -0.109
N2 -2.3546 -2.1885 -1.0885  -0.553
C17 -1.4822 -3.2388 -1.2407  0.169
C18 -0.2561 -3.2200 -1.9043  -0.236
C19 0.4872 -4.3795 -1.9468  -0.183
C20 0.0235 -5.5630 -1.3659  -0.179
C21 -1.1888 -5.6016 -0.7083  -0.183
C22 -1.9259 -4.4275 -0.6311  -0.253
H27 -4.1892 -1.8427 -0.1356  0.246
H28 0.0756 -2.3041 -2.3717  0.224
H29 1.4396 -4.3858 -2.4515  0.236
H30 0.6224 -6.4600 -1.4252  0.243
H31 -1.5660 -6.5170 -0.2812  0.244

Cartesian forces (eV/Å) of the 2 atoms listed first:
Au -0.470 -0.116 -0.579
C -0.246 0.175 -0.872

## Properties
* E: -2130.68254 Ha
* net charge: +2
* orbital gap (spin up / spin down): 4.61 / 4.57 eV

---

(5)
# C10H12BrNO2S

The molecule C10H12BrNO2S (ωB97M-V with the def2-TZVPD basis set, OMol25).

Last column: natural (NBO) charge in e.
Geometry (Å):
O1 -1.9887 2.3200 0.5793  -0.946
S1 -1.9340 0.9077 0.8390  2.299
O2 -3.1207 0.1310 0.6397  -0.935
N1 -1.3318 0.5499 2.3706  -0.667
C1 -2.3377 0.3424 3.4035  -0.241
H1 -2.0341 -0.5191 4.0052  0.199
H2 -3.2829 0.1117 2.9140  0.240
C2 -2.3867 1.6296 4.2534  -0.428
H3 -3.3761 2.0815 4.2362  0.220
H4 -2.1295 1.4054 5.2885  0.207
C3 -1.3361 2.5498 3.6191  -0.425
H5 -1.8019 3.2179 2.8953  0.228
H6 -0.7927 3.1393 4.3544  0.216
C4 -0.4307 1.5737 2.8656  -0.233
H7 0.2936 1.1001 3.5352  0.199
H8 0.0925 2.0315 2.0279  0.222
C5 -0.6143 0.2052 -0.1507  -0.251
C6 -0.4038 -1.1593 -0.0836  -0.190
C7 0.6131 -1.7307 -0.8273  -0.230
C8 1.4000 -0.9127 -1.6253  -0.064
C9 1.1905 0.4554 -1.6983  -0.241
C10 0.1687 1.0154 -0.9497  -0.203
H9 -0.0368 2.0739 -0.9812  0.248
H10 1.8137 1.0690 -2.3305  0.235
Br1 2.7995 -1.6887 -2.6442  0.068
H11 0.7956 -2.7937 -0.7928  0.234
H12 -1.0449 -1.7558 0.5447  0.241

Cartesian forces (eV/Å) of the 2 atoms listed first:
O 0.210 0.032 0.039
S 0.545 -0.410 -0.140

## Properties
* E: -3565.67897 Ha
* net charge: 0
* orbital gap: 9.88 eV
* structure (SMILES): O=S(=O)(c1ccc(Br)cc1)N1CCCC1

---

(6)
# C4H6N4S2

The molecule C4H6N4S2 (ωB97M-V with the def2-TZVPD basis set, OMol25).

Last column: natural (NBO) charge in e.
Geometry (Å):
C1 -0.0971 1.3074 -1.9146  -0.084
C2 0.0657 2.2129 -0.8824  -0.012
C3 0.1243 0.0907 -0.0466  0.143
C4 0.0456 -0.9712 0.8207  0.440
N1 -0.0621 0.0014 -1.4221  -0.341
N2 0.2650 1.4002 0.2989  -0.560
N3 -0.0575 -2.2593 0.3698  -0.803
N4 0.1830 -0.7976 2.1766  -0.795
S1 0.1673 3.8431 -0.8849  -0.191
S2 -0.2610 -1.3148 -2.3761  -0.057
H1 -0.3116 1.4502 -2.8735  0.227
H2 0.8809 1.7083 0.9887  0.419
H3 -0.5589 -2.2357 -0.6541  0.408
H4 -0.2475 -2.9443 1.1803  0.385
H5 -0.0291 0.1716 2.5089  0.417
H6 -0.1070 -1.6628 2.7104  0.403

Cartesian forces (eV/Å) of the 2 atoms listed first:
C 0.350 -2.990 4.028
C 0.899 -0.544 1.846

## Properties
* E: -1171.36453 Ha
* net charge: 0
* orbital gap (spin up / spin down): 6.28 / 6.28 eV
* structure (SMILES): NC(N)=C1NC(=S)C=[N+]1[S-]